The following is a DFT calculation (ωB97M-V/def2-TZVPD) of one molecule with the formula C4H2F8N2.

Properties
Highest occupied orbital energy in eV: -10.773
Energy relative to the best compared isomer or geometry (same formula, charge and spin) in eV: 0.000
SMILES: C=C(F)[C@@](F)(N(F)F)N(F)C(F)(F)F
2S+1: 1
Electronic energy in eV: -28893.140
LUMO energy in eV: 0.368

Last column: Löwdin charge in e.
CARTESIAN COORDINATES (ANGSTROEM)
C (2.08, -0.76, 0.57)  0.1197
C (1.10, -0.68, -0.32)  -0.2505
C (-0.47, -0.69, -0.22)  -0.3134
C (-0.66, 1.98, -0.11)  -0.6149
N (-0.93, -1.10, 1.04)  -0.0178
N (-1.12, 0.68, -0.63)  0.0816
F (1.48, -0.65, -1.62)  0.0667
F (-0.89, -1.52, -1.25)  0.0880
F (-0.30, 1.71, 1.15)  0.1644
F (0.39, 2.56, -0.77)  0.1378
F (-2.30, -1.16, 1.11)  0.0617
F (-0.52, -2.39, 1.35)  0.0539
F (-1.68, 2.78, -0.13)  0.2121
F (-1.30, 0.80, -1.99)  0.0426
H (3.15, -0.79, 0.21)  0.1140
H (1.99, -0.76, 1.61)  0.0542

***

The following is a DFT calculation (ωB97M-V/def2-TZVPD) of a 5-piece molecular cluster, C23H46BClNO16 overall.

Properties
Highest occupied orbital energy in eV: -4.737
2S+1: 1
Net charge: -1
Electronic energy in eV: -72042.673
LUMO energy in eV: 1.932

Last column: Löwdin charge in e.
CARTESIAN COORDINATES (ANGSTROEM)
C (-6.65, 1.06, 6.15)  -0.1565
C (-6.22, 2.46, 5.35)  -0.2319
C (-5.76, 1.99, 3.84)  -0.5411
Cl (-6.40, 3.15, 2.50)  0.5194
C (-4.10, 1.94, 3.65)  -0.3410
C (-3.98, 1.00, 2.28)  -0.0360
C (-3.26, 1.76, 1.02)  -0.2254
O (-2.25, 1.12, 0.38)  -0.0868
O (-3.57, 3.13, 0.54)  -0.0396
C (-3.24, 1.33, 4.96)  -0.0980
O (-2.39, 2.48, 5.42)  -0.0867
B (-2.17, 3.20, 4.16)  -0.8590
C (-1.12, 4.47, 4.09)  -0.1068
C (0.12, 3.97, 3.09)  -0.2427
C (1.25, 3.07, 3.87)  -0.1994
C (1.04, 1.45, 3.77)  -0.2835
N (1.16, 0.89, 2.34)  -0.0506
O (-3.53, 3.33, 3.58)  -0.0578
H (-5.94, 0.17, 5.83)  0.0634
H (-6.57, 1.16, 7.32)  0.0723
H (-7.74, 0.72, 5.80)  0.0825
H (-5.41, 3.09, 5.93)  0.1229
H (-7.20, 3.14, 5.30)  0.1032
H (-6.27, 0.95, 3.65)  0.1057
H (-3.29, 0.08, 2.59)  0.1338
H (-5.01, 0.60, 1.90)  0.1153
H (-2.72, 3.67, 0.71)  0.1366
H (-2.40, 0.59, 4.57)  0.1165
H (-3.83, 0.72, 5.76)  0.1138
H (-1.68, 2.38, 3.44)  0.0876
H (-0.71, 4.82, 5.13)  0.0982
H (-1.68, 5.33, 3.50)  0.1041
H (0.62, 4.98, 2.70)  0.0940
H (-0.31, 3.44, 2.12)  0.0998
H (2.29, 3.30, 3.34)  0.1064
H (1.35, 3.36, 5.01)  0.1181
H (1.93, 0.95, 4.38)  0.1024
H (0.05, 1.08, 4.32)  0.1065
H (0.58, 0.03, 2.22)  0.0583
H (0.90, 1.62, 1.64)  0.0556
C (6.26, -2.87, 0.14)  -0.0508
O (4.97, -2.89, -0.49)  -0.0414
C (4.28, -1.73, -0.38)  -0.5722
O (4.67, -0.71, 0.19)  0.1160
O (3.09, -1.89, -1.01)  -0.0177
C (2.25, -0.73, -0.98)  -0.0385
H (6.72, -3.85, -0.01)  0.0944
H (6.90, -2.11, -0.32)  0.0968
H (6.16, -2.69, 1.21)  0.0982
H (2.73, 0.11, -1.48)  0.0988
H (2.00, -0.47, 0.05)  0.0801
H (1.33, -0.97, -1.51)  0.0886
C (8.54, -4.54, -6.08)  -0.0568
O (7.37, -3.73, -5.99)  -0.0132
C (7.07, -3.32, -4.73)  -0.5577
O (7.71, -3.57, -3.72)  0.1061
O (5.94, -2.57, -4.80)  -0.0070
C (5.50, -2.06, -3.54)  -0.0391
H (8.68, -4.82, -7.13)  0.0918
H (9.42, -3.98, -5.75)  0.0971
H (8.42, -5.46, -5.49)  0.0975
H (6.26, -1.39, -3.11)  0.1065
H (5.27, -2.87, -2.85)  0.0920
H (4.60, -1.47, -3.71)  0.0985
C (2.37, -0.44, -6.70)  -0.0547
O (1.19, 0.37, -6.61)  -0.0122
C (0.90, 0.78, -5.36)  -0.5565
O (1.53, 0.53, -4.35)  0.0997
O (-0.23, 1.53, -5.42)  -0.0105
C (-0.67, 2.04, -4.16)  -0.0429
H (2.51, -0.72, -7.75)  0.0924
H (3.25, 0.12, -6.37)  0.0967
H (2.25, -1.36, -6.11)  0.0983
H (0.09, 2.71, -3.73)  0.0994
H (-0.90, 1.23, -3.47)  0.0997
H (-1.58, 2.63, -4.33)  0.0960
C (-4.99, -4.49, -3.04)  -0.0599
O (-4.51, -4.03, -1.78)  -0.0146
C (-3.56, -3.06, -1.87)  -0.5602
O (-3.11, -2.59, -2.90)  0.1037
O (-3.20, -2.72, -0.61)  -0.0071
C (-2.19, -1.70, -0.55)  -0.0550
H (-5.74, -5.26, -2.86)  0.0902
H (-5.46, -3.68, -3.60)  0.0969
H (-4.18, -4.94, -3.62)  0.0959
H (-2.55, -0.77, -1.01)  0.0829
H (-1.27, -2.04, -1.03)  0.0919
H (-1.98, -1.50, 0.51)  0.0877

***

The following is a DFT calculation (ωB97M-V/def2-TZVPD) of C37H44BrCaF5N3O2Si2 as an isolated structure.

Properties
Highest occupied orbital energy in eV: -4.573
Energy relative to the best compared isomer or geometry (same formula, charge and spin) in eV: 0.335
2S+1: 1
Net charge: -1
Electronic energy in eV: -165475.838
LUMO energy in eV: 2.448

Last column: Löwdin charge in e.
CARTESIAN COORDINATES (ANGSTROEM)
Ca (0.29, 0.75, -0.95)  1.3051
C (-2.71, 2.74, -1.95)  -0.0798
O (-1.52, 2.14, -2.43)  -0.2641
C (-1.38, 2.24, -3.83)  -0.2056
C (0.05, 1.90, -4.16)  -0.1820
O (0.42, 0.66, -3.60)  -0.2547
C (-0.07, -0.46, -4.33)  -0.0634
H (-2.74, 3.80, -2.24)  0.0980
H (-2.70, 2.67, -0.87)  0.0609
H (-3.59, 2.23, -2.35)  0.0888
H (-1.59, 3.27, -4.16)  0.1328
H (-2.10, 1.58, -4.33)  0.1194
H (0.71, 2.64, -3.72)  0.1098
H (0.20, 1.88, -5.25)  0.1315
H (0.21, -0.36, -5.38)  0.0990
H (-1.15, -0.55, -4.25)  0.0682
H (0.40, -1.34, -3.92)  0.0615
C (-3.03, -3.08, 1.92)  -0.2012
Si (-1.55, -2.05, 1.32)  0.4517
C (-1.47, -0.66, 2.58)  -0.1823
C (-0.06, -3.19, 1.63)  -0.1543
C (-1.73, -1.62, -0.48)  -0.3352
C (-0.70, -2.16, -1.32)  -0.4446
C (-0.92, -3.17, -2.31)  -0.0522
C (0.13, -3.77, -2.95)  -0.0928
C (1.44, -3.34, -2.69)  -0.1015
C (1.59, -2.29, -1.82)  -0.1783
N (0.58, -1.70, -1.17)  -0.0377
Si (-3.44, -1.48, -1.12)  0.4263
C (-4.42, -0.26, -0.08)  -0.1686
C (-3.47, -0.81, -2.89)  -0.1671
C (-4.51, -3.05, -1.23)  -0.1830
H (-2.85, -3.34, 2.97)  0.0264
H (-3.12, -4.01, 1.35)  0.0245
H (-3.98, -2.54, 1.87)  0.0090
H (-1.27, -1.09, 3.57)  0.0361
H (-2.41, -0.12, 2.63)  0.0196
H (-0.68, 0.06, 2.36)  -0.0085
H (-0.42, -4.09, 2.14)  0.0261
H (0.67, -2.72, 2.29)  0.0100
H (0.45, -3.50, 0.73)  0.0133
H (-1.93, -3.52, -2.47)  0.0866
H (-0.06, -4.58, -3.65)  0.1020
H (2.29, -3.79, -3.17)  0.0927
H (2.58, -1.87, -1.63)  0.0900
H (-3.92, 0.70, -0.04)  0.0042
H (-4.56, -0.61, 0.95)  0.0174
H (-5.42, -0.11, -0.51)  0.0301
H (-3.02, 0.19, -2.93)  -0.0087
H (-4.50, -0.75, -3.25)  0.0344
H (-2.91, -1.46, -3.58)  0.0168
H (-4.70, -3.49, -0.25)  0.0060
H (-4.05, -3.82, -1.86)  0.0149
H (-5.48, -2.80, -1.68)  0.0228
N (3.11, -1.81, 1.37)  0.1314
C (3.24, -1.78, 2.73)  -0.2754
C (3.90, -2.77, 3.43)  -0.0435
C (4.07, -2.69, 4.82)  -0.1036
C (3.60, -1.62, 5.53)  -0.0715
C (2.91, -0.59, 4.85)  -0.1662
C (2.38, 0.54, 5.51)  -0.0248
C (1.71, 1.49, 4.79)  -0.0429
C (1.55, 1.30, 3.40)  -0.1227
N (2.03, 0.28, 2.75)  0.1333
C (2.72, -0.66, 3.45)  -0.1661
H (3.15, -2.70, 0.92)  0.0941
H (2.42, -1.18, 0.98)  0.0577
H (4.29, -3.63, 2.89)  0.1034
H (4.60, -3.48, 5.33)  0.0960
H (3.74, -1.54, 6.60)  0.0995
H (2.51, 0.64, 6.58)  0.1105
H (1.28, 2.36, 5.26)  0.1032
H (0.99, 2.03, 2.82)  0.0870
F (3.79, -0.11, -1.06)  0.0129
C (3.76, 1.20, -1.46)  -0.2588
C (2.55, 1.86, -1.51)  -0.0468
C (2.68, 3.17, -1.94)  -0.2817
F (1.56, 3.96, -2.04)  0.0157
C (3.86, 3.79, -2.28)  -0.1591
F (3.91, 5.07, -2.69)  0.0868
C (5.04, 3.06, -2.21)  -0.1525
F (6.21, 3.62, -2.54)  0.0949
C (4.99, 1.74, -1.79)  -0.1596
F (6.12, 1.03, -1.72)  0.0893
Br (-1.63, 5.97, 3.71)  0.6447
C (-1.20, 4.57, 2.48)  -0.7146
C (-2.06, 3.49, 2.35)  -0.1533
C (-1.72, 2.48, 1.46)  -0.2037
C (-0.55, 2.47, 0.67)  -0.2445
C (0.25, 3.61, 0.85)  -0.1746
C (-0.05, 4.65, 1.74)  -0.1588
H (-2.97, 3.43, 2.94)  0.0899
H (-2.41, 1.64, 1.39)  0.0514
H (1.18, 3.71, 0.30)  0.0627
H (0.62, 5.50, 1.84)  0.0902

***

| no. | F_max (Eh/bohr) |
| --- | --- |
| 1 | 0.08724 |
| 2 | 0.16083 |
| 3 | 0.00965 |